# 1
The following is a quantum chemistry calculation of 5 unconnected molecules or ions with the total composition C22H40O14P2 in a non-equilibrium geometry, from OMol25.

Output
Frontier orbital gap = 0.288 hartree
SMILES string = COP(=O)(OC)OC.COP(=O)(OC)OC.Oc1ccc(O)cc1.Oc1ccc(O)cc1.COCCOC
HOMO = -7.434 eV
LUMO = 0.3898 eV
Net charge = 0

Each line ends with the Mulliken charge.
Geometry (Å):
C -2.7423 -3.8902 4.6803  -0.71
O -1.9676 -3.0887 3.7957  -0.33
P -1.0653 -1.7703 4.3354  0.98
O -0.5251 -0.8874 3.2974  -0.72
O -2.0221 -1.1740 5.5335  0.06
C -1.6225 -0.1215 6.2954  -0.76
O 0.1568 -2.4322 5.1465  -0.31
C 0.1245 -3.0407 6.4536  -0.60
H -2.1385 -4.7465 4.9808  0.27
H -3.7401 -4.1242 4.3091  0.28
H -2.8214 -3.2989 5.5925  0.29
H -2.4967 0.5267 6.2346  0.14
H -0.8772 0.5268 5.8347  0.32
H -1.4350 -0.5873 7.2629  0.30
H -0.6077 -3.8304 6.6216  0.22
H -0.2118 -2.3809 7.2534  0.20
H 1.0440 -3.5808 6.6793  0.34
C 0.3620 3.9205 -7.9752  -0.66
O 1.5842 3.7203 -8.5262  -0.29
P 2.8416 3.0902 -7.6782  0.98
O 3.4526 4.0865 -6.7410  -0.66
O 2.1139 1.8744 -6.9557  -0.27
C 2.6035 1.3112 -5.8340  -0.96
O 3.8395 2.4707 -8.7777  -0.29
C 4.1463 3.2709 -9.8690  -0.71
H 0.4667 4.4269 -7.0157  0.32
H -0.2266 3.0341 -7.7387  0.27
H -0.2425 4.5532 -8.6251  0.25
H 2.0830 1.5126 -4.8977  0.37
H 3.5672 1.7816 -5.6388  0.35
H 2.8257 0.2478 -5.9226  0.36
H 5.1586 3.1865 -10.2643  0.29
H 4.0874 4.3379 -9.6546  0.33
H 3.3719 3.1404 -10.6249  0.28
O 1.6609 1.4380 -2.4011  -0.45
C 0.6686 0.8701 -1.6114  0.25
C 0.9272 -0.4432 -1.0715  0.08
C -0.0099 -0.9596 -0.1662  -0.79
C -1.1188 -0.1393 0.1273  0.42
O -2.0722 -0.5001 1.0780  -0.23
C -1.4201 1.0822 -0.4178  -0.39
C -0.5559 1.5689 -1.4281  -0.77
H 2.5413 1.5409 -2.0324  0.21
H 1.8753 -0.9599 -1.0944  0.35
H 0.0214 -1.8962 0.3706  0.40
H -1.8373 -1.1497 1.7446  0.15
H -2.2617 1.6784 -0.0975  0.41
H -0.6165 2.5284 -1.9201  0.39
O 3.9331 1.7766 -0.9908  -0.57
C 4.3904 0.5329 -1.0674  0.51
C 4.7480 -0.0044 -2.2796  -0.10
C 5.0829 -1.3746 -2.2860  -0.43
C 5.2428 -2.1916 -1.1775  0.65
O 5.6841 -3.4713 -1.2913  -0.54
C 5.0119 -1.6236 0.0334  -0.46
C 4.5270 -0.2940 0.1197  -0.88
H 4.0332 2.2522 -0.1629  0.29
H 4.4995 0.4198 -3.2412  0.27
H 5.3807 -1.8039 -3.2312  0.38
H 5.5362 -3.8134 -0.4066  0.27
H 5.1149 -2.1746 0.9565  0.28
H 4.3194 0.2167 1.0484  0.32
C -4.9672 -1.5832 1.1043  -0.29
O -5.7986 -0.9794 2.1775  -0.48
C -5.0175 -0.1231 3.0587  0.23
C -5.5983 -0.1390 4.4344  -0.50
O -5.0645 0.8806 5.2695  -0.37
C -5.4943 0.7023 6.6229  -0.77
H -5.5367 -2.1062 0.3361  0.32
H -4.2619 -2.2270 1.6298  0.06
H -4.6319 -0.6328 0.6888  0.20
H -4.9862 0.8683 2.6067  0.26
H -3.9866 -0.4763 3.0839  -0.24
H -5.4786 -1.1109 4.9130  0.26
H -6.6862 -0.0710 4.4351  0.45
H -5.2811 1.4632 7.3737  0.26
H -5.0257 -0.2237 6.9562  0.31
H -6.5781 0.5873 6.6381  0.33

***

# 2
The following is a quantum chemistry calculation of a molecular structure, C44H52N6OPSTi in a non-equilibrium geometry, from OMol25.

Output
Frontier orbital gap (spin up / spin down) = 0.155 / 0.237 hartree
HOMO (spin up / spin down) = -1.815 / -4.055 eV
LUMO (spin up / spin down) = 2.3952 / 2.3936 eV
Spin multiplicity = 3
Net charge = -1
<S²> = 2.033

Each line ends with the Mulliken charge.
Geometry (Å):
Ti -0.0014 -0.0509 -0.0979  -1.18
N -3.8678 -2.2369 0.7936  -0.55
C -2.7317 -1.5429 0.3634  0.43
S -1.6328 -0.9909 1.5896  -0.70
N -2.5835 -1.4042 -0.9060  -1.26
N -1.4408 -0.7386 -1.3231  1.92
C -1.3622 -0.6663 -2.6603  -1.36
C -0.3443 -0.0188 -3.4014  1.45
C -0.3576 -0.0773 -4.8152  -0.96
C 0.6377 0.4921 -5.5802  -0.76
C 1.6986 1.1539 -4.9620  -0.68
C 1.7290 1.2551 -3.5748  -0.68
C 0.7303 0.7012 -2.7778  0.02
O 0.7648 0.8496 -1.4560  0.19
H -4.1411 -1.9935 1.7311  0.28
H -4.6247 -2.1864 0.1265  0.28
H -2.1636 -1.1555 -3.2113  -0.09
H -1.1779 -0.6037 -5.2927  0.40
H 0.5986 0.4221 -6.6613  0.37
H 2.4916 1.5976 -5.5519  0.37
H 2.5380 1.7776 -3.0757  0.42
C 3.4871 -6.0078 1.0459  -1.54
C 4.4217 -4.8302 1.1074  0.86
C 5.7895 -5.0084 1.2361  -0.66
C 6.6650 -3.9313 1.2913  -0.70
C 6.1538 -2.6457 1.1987  -0.99
C 4.7931 -2.4404 1.0555  -0.39
C 3.9124 -3.5259 1.0223  0.29
N 2.5260 -3.3632 0.9057  0.19
C 1.8583 -2.1514 0.9873  -0.11
N 2.1498 -1.4117 2.0872  0.06
C 2.1884 0.0084 2.1475  0.44
C 1.3891 0.7556 1.2726  -0.13
C 1.6642 2.1307 1.2729  -0.48
C 2.5782 2.7270 2.1289  -0.90
C 3.2591 1.9467 3.0537  -0.80
C 3.0840 0.5714 3.0700  1.28
C 3.8526 -0.2790 4.0543  -1.68
N 0.9563 -1.8114 0.1175  1.08
C 0.6514 -2.7400 -0.9151  -0.77
C 1.1631 -2.5024 -2.1915  0.00
C 0.8738 -3.3509 -3.2433  -0.79
C 0.0900 -4.4725 -3.0236  -0.92
C -0.3820 -4.7390 -1.7481  -1.11
C -0.1171 -3.8921 -0.6761  1.81
C -0.6655 -4.2231 0.6889  -1.84
H 4.0352 -6.9358 1.1999  0.40
H 2.9872 -6.0694 0.0745  0.31
H 2.7123 -5.9320 1.8125  0.33
H 6.1821 -6.0171 1.2979  0.35
H 7.7301 -4.0962 1.3848  0.38
H 6.8187 -1.7915 1.2240  0.42
H 4.4111 -1.4346 0.9338  0.67
H 2.0549 -4.0604 0.3470  0.36
H 2.7926 -1.8793 2.7055  0.49
H 1.1466 2.7594 0.5541  0.30
H 2.7526 3.7975 2.0949  0.42
H 3.9537 2.4058 3.7492  0.32
H 4.4245 0.3527 4.7327  0.41
H 4.5570 -0.9506 3.5528  0.29
H 3.1749 -0.8884 4.6603  0.33
H 1.7937 -1.6357 -2.3414  0.45
H 1.2666 -3.1298 -4.2279  0.43
H -0.1368 -5.1474 -3.8400  0.41
H -0.9728 -5.6319 -1.5738  0.48
H -0.5030 -5.2795 0.9204  0.56
H -1.7402 -4.0330 0.7183  0.44
H -0.2189 -3.6114 1.4680  0.11
C -1.0104 3.7357 -1.9952  -1.87
C -1.7265 4.1405 -0.6866  2.32
C -0.8408 5.1837 0.0020  -2.29
C -3.0600 4.8068 -1.0397  -1.71
P -1.8513 2.5359 0.3992  2.35
C -3.4441 1.8944 -0.2754  1.61
C -4.6345 1.6704 0.4174  -1.06
C -5.7494 1.1383 -0.2152  -1.04
C -5.7120 0.8168 -1.5621  -0.94
C -4.5333 1.0215 -2.2647  -0.48
C -3.4213 1.5378 -1.6287  -0.65
C -2.2993 3.1811 2.1614  1.99
C -2.6037 1.9726 3.0558  -1.81
C -3.4564 4.1884 2.2013  -2.15
C -1.0615 3.8074 2.8242  -1.78
H -0.4560 4.5889 -2.3961  0.58
H -1.7185 3.4289 -2.7641  0.40
H -0.2999 2.9246 -1.8330  -0.02
H -0.5973 5.9773 -0.7106  0.66
H 0.0968 4.7467 0.3504  0.33
H -1.3501 5.6536 0.8416  0.35
H -2.8802 5.5785 -1.7963  0.53
H -3.5151 5.2901 -0.1750  0.28
H -3.7734 4.0950 -1.4508  0.24
H -4.7147 1.9011 1.4678  0.30
H -6.6553 0.9736 0.3575  0.38
H -6.5811 0.3964 -2.0528  0.34
H -4.4753 0.7588 -3.3141  0.45
H -2.5048 1.6391 -2.1896  -0.40
H -3.3880 1.3222 2.6859  0.27
H -2.8870 2.3242 4.0546  0.66
H -1.7108 1.3620 3.1525  0.09
H -4.2632 3.9336 1.5173  0.40
H -3.1076 5.1920 1.9531  0.33
H -3.8707 4.2282 3.2139  0.51
H -0.2025 3.1476 2.7266  0.18
H -1.2659 3.9357 3.8921  0.57
H -0.7984 4.7826 2.4247  0.30

***

# 3
The following is a quantum chemistry calculation of a single C4H9NO2 molecule in a non-equilibrium geometry, from OMol25.

Output
Frontier orbital gap = 0.398 hartree
ΔE to the lowest compared entry with this formula, charge and spin = 45.0 kcal per mole
SMILES string = C[C@@H](CO)/N=C/O
HOMO = -9.819 eV
LUMO = 0.9988 eV
Net charge = 0

Each line ends with the Mulliken charge.
Geometry (Å):
C -1.2393 1.4345 -0.0898  -1.41
C -0.4022 0.2665 0.4212  0.54
C -1.0513 -1.0738 0.0656  -0.76
O -0.2648 -2.1702 0.4754  -0.51
N 0.8620 0.3150 -0.2306  -0.59
C 1.9923 -0.0765 0.1855  0.08
O 2.9079 0.0367 -0.7832  -0.54
H -0.7556 2.3878 0.1447  0.35
H -2.2342 1.4199 0.3627  0.39
H -1.3459 1.3785 -1.1808  0.34
H -0.2807 0.3180 1.5098  0.28
H -2.0062 -1.1525 0.5910  0.34
H -1.2498 -1.1056 -1.0185  0.32
H 0.5013 -2.2074 -0.1123  0.31
H 2.3203 -0.4624 1.1567  0.41
H 2.1795 0.4010 -1.3868  0.46

***

# 4
The following is a quantum chemistry calculation of a molecular structure, C23H32BiN6O2Si, from OMol25.

Output
Frontier orbital gap = 0.338 hartree
ΔE to the lowest compared entry with this formula, charge and spin = 0.0 kcal per mole
HOMO = -11.361 eV
LUMO = -2.1708 eV
Net charge = +1

Each line ends with the Mulliken charge.
Geometry (Å):
Bi 0.0648 -0.5128 0.5753  1.81
C -1.7996 0.5420 -2.1849  -1.62
N -1.0305 1.2844 -1.1820  1.43
C 0.0069 2.0778 -1.8515  -2.24
C 1.4317 1.6262 -1.6393  1.08
C 2.4286 2.3329 -2.2997  -1.04
C 3.7500 1.9744 -2.1257  -0.48
C 4.0456 0.9079 -1.2904  -0.90
C 3.0056 0.2513 -0.6700  -0.96
N 1.7187 0.5965 -0.8418  0.84
C -1.9198 2.1465 -0.3930  -1.16
C -1.2154 2.8850 0.7269  0.37
C -1.8777 3.9065 1.3975  -1.05
C -1.2300 4.5436 2.4408  -0.38
C 0.0564 4.1457 2.7764  -0.82
C 0.6382 3.1257 2.0474  -0.31
N 0.0192 2.5044 1.0401  0.14
C -2.7718 -0.4715 -1.6263  0.66
C -3.7812 -0.9615 -2.4477  -1.05
C -4.6325 -1.9331 -1.9563  -0.52
C -4.4617 -2.3764 -0.6524  -0.70
C -3.4398 -1.8247 0.0944  -0.49
N -2.6046 -0.8948 -0.3761  0.34
H -2.3540 1.2333 -2.8367  0.60
H -1.0866 0.0162 -2.8271  0.60
H -0.1809 2.1035 -2.9302  0.71
H -0.0492 3.1142 -1.5161  0.48
H 2.1551 3.1616 -2.9396  0.53
H 4.5375 2.5184 -2.6297  0.44
H 5.0612 0.5861 -1.1135  0.50
H 3.1885 -0.5648 0.0130  0.65
H -2.4173 2.8744 -1.0507  0.47
H -2.7059 1.5248 0.0389  0.57
H -2.8790 4.1935 1.1039  0.49
H -1.7200 5.3406 2.9838  0.43
H 0.5987 4.6152 3.5843  0.43
H 1.6409 2.7820 2.2758  0.48
H -3.8913 -0.5836 -3.4557  0.48
H -5.4219 -2.3355 -2.5768  0.44
H -5.1088 -3.1264 -0.2211  0.45
H -3.2807 -2.1361 1.1207  0.36
N -0.1892 -2.4446 2.4221  -0.56
N 0.7131 -1.9003 3.3635  -0.23
C 1.9201 -1.3401 2.8823  0.30
O 2.8241 -1.1544 3.6569  -0.64
O 1.9178 -1.0375 1.6098  -0.61
H -1.1082 -2.4634 2.8488  0.27
H 0.0641 -3.3954 2.1593  0.24
H 0.8556 -2.4339 4.2098  0.28
C 2.7031 -2.6404 -2.5474  -0.93
Si 1.6182 -3.3955 -1.2227  0.05
C 0.8366 -4.9439 -1.9256  -1.23
C 2.6218 -3.8749 0.2751  -0.91
C 0.1701 -2.2483 -0.8358  -0.55
H 3.3390 -3.4147 -2.9823  0.42
H 3.3595 -1.8510 -2.1841  0.27
H 2.0960 -2.2272 -3.3569  0.31
H 1.6033 -5.6439 -2.2641  0.33
H 0.1906 -4.7222 -2.7772  0.33
H 0.2323 -5.4571 -1.1739  0.32
H 3.3474 -4.6372 -0.0184  0.43
H 1.9854 -4.3227 1.0439  0.28
H 3.1575 -3.0458 0.7340  0.25
H -0.6462 -2.8745 -0.4580  0.49
H -0.1863 -1.8612 -1.7975  0.07